1.
C30H62FN2O11 | wB97M-V/def2-TZVPD

Summary:
E_HOMO = -10.125 eV
Gap between HOMO and LUMO = 6.2 eV
Charge = +1
Lowest unoccupied orbital energy = -4.0 eV
Relative energy (zero: lowest compared OMol25 entry of this formula, charge and spin) = 223.89 kJ/mol

Geometry as XYZ:
```
106
Properties=species:S:1:pos:R:3:mulliken_charge:R:1
F 0.5063 4.6233 4.0680 -0.356
O -0.7299 -3.3458 -0.1606 -0.170
O -4.1317 4.3606 -0.5961 -0.408
O 4.2680 -5.0829 1.7710 -0.221
O -0.6366 5.9834 -0.6643 -0.488
O 6.5576 -7.0762 2.1952 -0.464
O 4.7483 -7.2912 -0.2355 -0.254
O -1.4561 -0.4366 0.1363 0.030
O -0.5161 -2.0389 2.5713 -0.489
O 1.3535 -0.3152 -3.7607 -0.526
O -0.3160 0.9580 -5.9561 -0.294
O -1.5159 -1.2560 -4.2866 -0.375
N -2.3430 5.0134 0.6968 0.299
N -2.2734 5.8502 1.8161 0.223
C -6.1895 4.0370 1.7998 -0.972
C 5.0386 -8.3523 0.6652 -0.511
C -2.6974 0.2296 0.2653 -1.200
C -1.6886 -2.6406 -4.5211 -0.818
C -1.3179 -3.8467 1.0333 -0.527
C 0.4636 -4.0127 -0.5385 -0.869
C -3.5090 6.4849 2.3489 -0.737
C 6.5937 -5.7945 1.5717 -0.316
C -4.5936 5.5823 3.0581 -0.695
C 3.3479 -4.9486 2.8361 -0.860
C -0.4721 -0.0334 1.0731 -0.230
C -0.1632 3.6796 -0.2162 -0.677
C -0.0192 5.5113 3.0611 0.507
C -1.6377 -2.7329 2.0261 -0.208
C -1.0669 4.9896 -0.0913 0.125
C -0.3541 2.3688 -5.8606 -0.812
C 1.2902 -0.6947 -5.1343 -0.271
C 5.3630 -7.8441 2.0672 -0.254
C -1.5733 5.1003 2.9507 -0.551
C -7.1524 3.7489 1.0969 0.026
C -3.6610 6.6555 -1.0702 -1.231
C 5.4742 -7.3525 -1.4501 -0.871
C -3.4052 5.2950 -0.2958 0.296
C 5.6084 -4.7591 2.1048 -0.540
C 0.1769 6.9728 3.6268 -1.122
C -0.9587 -0.9389 -3.0213 0.232
C -4.8137 4.0945 2.5828 0.316
C 0.9916 0.4253 -6.1267 -0.502
C 0.2513 -1.2269 1.6885 -0.524
C 0.1453 0.1078 -3.1333 0.016
H -1.2399 2.6446 -5.2840 0.205
H -1.6060 6.6249 1.5906 0.597
H 1.2972 7.1954 3.6178 0.376
H 4.9284 -7.9586 -2.1768 0.291
H -0.9095 0.5734 1.8751 0.304
H 0.7275 -1.8411 0.9244 0.128
H -0.9171 -3.2449 -4.0371 0.357
H 4.1472 -8.9897 0.7179 0.363
H 6.4828 -7.7556 -1.3126 0.413
H 1.0696 -3.3179 -1.1239 0.205
H -5.0099 3.4631 3.5152 0.478
H 1.0495 0.0203 -7.1443 0.407
H -0.5591 -1.8296 -2.5264 -0.051
H -0.4367 2.8050 -6.8586 0.288
H -3.9771 3.5803 2.0376 -0.120
H 2.9366 -3.9339 2.8361 0.278
H 1.7545 1.2027 -6.0303 0.320
H -7.9873 3.2033 0.5772 0.388
H 0.5658 5.2828 2.1239 0.139
H 0.6147 -1.5388 -5.2664 0.046
H -1.6221 -2.8122 -5.5985 0.271
H -4.3666 5.5691 4.1776 0.355
H 2.5297 -5.6541 2.6677 0.205
H 0.4351 0.3848 -2.1125 0.324
H 3.7947 -5.1796 3.8062 0.457
H 5.7376 -4.6657 3.1883 0.351
H -3.4808 -0.4413 -0.0955 0.336
H -4.5562 7.1430 -0.5673 0.358
H -2.6824 -2.9482 -4.1823 0.296
H -0.6720 -4.5840 1.5175 0.359
H -2.0004 5.3886 3.9682 0.465
H 5.5164 -8.7234 2.7008 0.430
H 5.5661 -6.3370 -1.8405 0.236
H -1.6935 3.9757 2.8169 0.109
H 0.9274 3.9714 -0.0630 0.451
H -0.5094 2.8614 0.4761 -0.005
H -2.6979 1.1293 -0.3599 0.291
H -1.7688 -0.5373 -2.4043 0.131
H -2.3624 -2.0286 1.6190 -0.034
H -2.2518 -4.3492 0.7526 0.341
H -4.0262 6.3619 -2.1088 0.383
H 5.8693 -8.9652 0.3051 0.355
H 2.2867 -1.0792 -5.3736 0.446
H 1.0693 -0.8317 2.3011 0.421
H 5.8293 -3.7884 1.6463 0.373
H 0.2213 -4.8764 -1.1615 0.290
H 4.5191 -7.3138 2.5071 0.041
H -0.1213 7.0584 4.7246 0.323
H 0.5249 2.7756 -5.3485 0.392
H 0.2546 0.5835 0.5298 0.178
H 1.0545 -4.3320 0.3261 0.423
H -3.1434 7.2119 3.1549 0.394
H -5.5921 6.1276 2.9800 0.428
H -0.2208 1.0265 -3.5945 -0.139
H -2.1340 -3.1977 2.8837 0.470
H -0.2297 3.3681 -1.3137 0.305
H -2.9274 0.4858 1.3032 0.540
H -4.0537 7.1786 1.6239 0.433
H -0.3005 7.7864 2.9969 0.296
H 7.6025 -5.4125 1.7629 0.430
H -2.7615 7.3289 -1.1480 0.282
H 6.5188 -5.8960 0.4891 0.068
```

***

2.
C30H62O8 | wB97M-V/def2-TZVPD

Summary:
E_HOMO = -9.496 eV
Gap between HOMO and LUMO = 10.0 eV
SMILES string = C1CCOC1.C1CCOC1.C1CCOC1.C1CCOC1.C1CCOC1.C1CCOC1.C1CCOC1.CCO
Lowest unoccupied orbital energy = 0.5 eV
Relative energy (zero: lowest compared OMol25 entry of this formula, charge and spin) = 449.85 kJ/mol

Geometry as XYZ:
```
100
Properties=species:S:1:pos:R:3:mulliken_charge:R:1
O -4.2605 -7.4957 -1.4761 -0.413
O -0.2328 -0.1544 -1.9713 -0.396
O 0.7714 -8.4339 5.6608 -0.399
O 4.1209 -7.3420 -4.2494 -0.409
O -0.2034 10.2211 -3.0376 -0.449
O -6.6533 7.0225 -3.6122 -0.421
O 0.0322 7.2123 7.2816 -0.393
O 7.8364 2.8095 5.1530 -0.526
C 1.1231 9.0883 -1.3879 -0.406
C 3.9373 -7.6749 -5.6065 -0.351
C -0.7255 10.6066 -1.7805 -0.415
C 1.1747 7.2262 8.0622 -0.330
C 4.1954 -8.4751 -3.3831 -0.391
C -6.8949 6.6607 -5.9163 -0.553
C -3.0944 -7.2766 -2.2294 -0.351
C 0.7132 -9.7240 5.0420 -0.410
C 0.9897 -0.7493 -1.6598 -0.392
C 1.2229 9.7885 -2.8615 -0.483
C -0.8199 -9.9425 5.0007 -0.596
C -7.5244 5.4601 -5.1573 -0.405
C 8.1531 2.3183 3.8910 -0.181
C -4.8676 -5.8854 -2.9123 -0.577
C -1.3013 -8.6599 4.4168 -0.438
C 1.0109 -0.6566 -0.1296 -0.480
C 3.5429 -9.6163 -4.1069 -0.523
C 1.6536 6.1361 5.9710 -0.459
C 0.1956 6.2923 6.2377 -0.450
C -0.2476 9.5107 -0.8964 -0.473
C -7.1456 5.6560 -3.6827 -0.403
C -0.4967 0.8558 -1.0366 -0.441
C -5.2759 -6.4609 -1.5886 -0.365
C 0.6048 0.7910 0.1074 -0.555
C 7.6285 0.9274 3.6285 -0.982
C 2.1990 7.2161 6.8902 -0.653
C 3.7609 -9.2391 -5.6052 -0.598
C -3.4012 -6.0245 -2.9578 -0.525
C -0.4307 -7.7258 5.2550 -0.456
C -6.0674 7.4050 -4.8496 -0.370
H 1.6673 -0.2572 -2.3575 0.279
H 2.4802 -9.7146 -3.8856 0.236
H -2.1790 -7.2449 -1.6387 0.261
H -0.6496 1.8682 -1.4104 0.312
H 8.2063 0.2461 4.2530 0.264
H 7.6688 3.7517 5.0772 0.313
H -3.1115 -7.9991 -3.0453 0.262
H -5.1801 -5.6787 -0.8355 0.301
H -7.0274 4.5884 -5.5831 0.234
H 3.7592 -8.3474 -2.3924 0.308
H 0.1057 0.7859 1.0764 0.266
H -0.3246 6.5972 5.3297 0.255
H -1.8003 10.7848 -1.7438 0.334
H 6.5634 0.7874 3.8129 0.277
H -7.5872 7.2976 -6.4668 0.251
H 1.2875 8.0113 -1.3525 0.305
H 1.6512 9.1776 -3.6562 0.262
H 4.6604 -9.7098 -6.0018 0.240
H -8.6024 5.3799 -5.2968 0.270
H -3.0069 -6.0637 -3.9732 0.314
H 7.8013 0.5995 2.6035 0.324
H 2.0310 -0.8870 0.1779 0.328
H 3.0021 -7.2857 -6.0090 0.254
H 3.0470 -9.5775 -6.3561 0.370
H 1.8558 5.1272 6.3306 0.213
H 3.2487 7.0902 7.1554 0.358
H -6.2679 6.3388 -6.7478 0.306
H -0.1206 10.0550 0.0394 0.226
H 1.2424 -10.5062 5.5863 0.326
H -0.9804 -7.3959 6.1365 0.291
H -0.0603 -6.9076 4.6373 0.281
H 1.8866 9.6275 -0.8272 0.248
H -1.0120 8.7572 -0.7061 0.316
H -2.3617 -8.5031 4.6144 0.265
H 3.8384 -10.6458 -3.9047 0.356
H -2.8931 -5.2707 -2.3563 0.222
H -5.0521 7.0116 -4.8997 0.228
H -8.0309 5.5507 -3.0556 0.270
H 1.2166 8.1291 8.6713 0.307
H 1.9739 6.2248 4.9328 0.327
H 1.4135 1.5201 0.0573 0.318
H 1.7627 10.7121 -3.0705 0.271
H -1.4080 0.5728 -0.5099 0.256
H 2.3015 8.1111 6.2766 0.275
H 7.6155 2.9872 3.2190 0.250
H 0.2940 -1.3090 0.3688 0.248
H -5.8748 8.4754 -4.7785 0.322
H -6.3357 4.9857 -3.3951 0.271
H -0.2924 5.3778 6.5747 0.292
H -5.1699 -4.8441 -3.0235 0.320
H -5.3256 -6.4755 -3.7061 0.282
H -1.0022 -10.7782 4.3252 0.331
H 9.2144 2.5228 3.7497 0.260
H 4.8349 -7.3550 -6.1357 0.262
H -6.2777 -6.8618 -1.7426 0.270
H 5.2250 -8.7554 -3.1608 0.246
H -1.1433 -10.1997 6.0093 0.274
H 1.0550 -9.6492 4.0097 0.270
H 1.0168 -1.8033 -1.9362 0.257
H 1.3263 6.2971 8.6117 0.258
H -1.1237 -8.5572 3.3463 0.258
H -0.2755 11.5661 -1.5256 0.264
```